Entry 1:
Density functional theory data (wB97M-V/def2-TZVPD) for a 2-piece molecular cluster, C4H8NO3 overall in a non-equilibrium geometry.

XYZ file:
```
16
Properties=species:S:1:pos:R:3:nbo_charge:R:1
H 0.61 3.76 1.23 0.198
H 0.28 -3.09 1.07 0.211
H 2.23 3.27 0.90 0.202
O -0.05 1.39 1.19 -0.807
N -1.36 -0.80 -0.30 -0.815
O -1.58 -2.94 -0.99 -0.695
C 0.75 1.82 0.31 0.761
H 0.78 -1.40 0.68 0.245
O 1.19 1.19 -0.67 -0.783
C 0.38 -2.34 0.29 -0.712
H -2.17 -0.56 -0.84 0.373
H 1.05 -2.67 -0.49 0.220
H -0.80 0.00 0.03 0.456
H 1.14 3.79 -0.49 0.204
C -0.94 -2.06 -0.40 0.675
C 1.23 3.28 0.46 -0.734
```

Calculated values
HOMO energy: -4.681 eV
Charge: -1
LUMO energy: 4.10 eV

Entry 2:
Density functional theory data (wB97M-V/def2-TZVPD) for a 4-piece molecular cluster, C22H61N10O7P3 overall in a non-equilibrium geometry.

XYZ file:
```
103
Properties=species:S:1:pos:R:3:mulliken_charge:R:1
H 0.61 7.58 -0.05 0.376
C 0.90 -0.53 6.42 -0.973
H -6.10 0.06 -4.33 0.301
H -8.98 -0.82 -5.64 0.381
H 1.15 2.29 3.75 0.516
N 3.82 4.83 0.51 0.070
C -8.65 -1.21 -4.67 -1.131
C 3.14 8.03 0.48 -1.104
H -4.12 -0.81 -2.71 0.316
H -4.23 -2.73 -0.97 0.427
C 1.85 1.48 3.54 -1.437
H -6.92 0.06 -5.89 0.383
O 3.48 -0.59 3.25 -0.869
H -4.97 -4.22 -1.53 0.296
O -0.28 -5.34 -3.14 -0.491
O 0.38 -3.18 -3.15 -0.241
H 0.77 -2.97 1.69 0.175
C 3.25 4.75 -0.83 -1.040
H 4.01 -2.95 2.70 0.324
H 1.45 -2.91 7.14 0.377
H 0.25 -0.35 2.02 0.205
H 2.17 -3.53 5.69 0.217
P -6.80 -2.83 -3.55 1.021
N -7.27 -1.67 -4.75 0.118
H 3.68 5.52 -1.47 0.263
H -0.48 0.97 2.93 0.368
P 2.35 -1.10 4.12 1.038
H 2.02 -1.25 -2.72 0.295
C 2.07 -2.02 -1.97 -0.925
H 4.06 7.83 -0.08 0.260
H 0.77 7.79 1.71 0.341
N -6.13 -3.82 -4.77 0.044
H 3.07 -2.15 -1.59 0.322
C -4.16 -1.78 -3.22 -0.890
H -9.32 -2.02 -4.41 0.350
H -8.78 -0.42 -3.91 0.343
C -6.76 -3.99 -6.08 -1.000
H 3.82 5.24 4.53 0.296
C 3.56 -4.78 -2.23 -0.991
H -5.96 -2.95 -0.81 0.319
H 5.48 7.16 1.25 0.356
C 5.50 6.86 2.30 -1.277
H 5.22 3.73 1.67 0.224
C 1.38 -2.89 6.05 -0.942
C -4.99 -4.70 -4.57 -0.985
C 0.98 7.12 0.87 -1.115
H 4.53 -4.82 -2.71 0.320
H 3.47 -3.97 4.04 0.292
H -7.81 -3.73 -6.06 0.327
H 3.38 8.59 1.39 0.300
H 2.56 8.69 -0.17 0.391
H -5.12 -5.66 -5.09 0.405
H 1.46 -1.74 -1.11 0.313
C -0.40 -4.22 -2.74 0.701
H 5.43 7.76 2.92 0.343
H 2.72 1.65 4.17 0.367
C 5.05 4.08 0.65 -1.003
H -0.68 -0.64 3.52 0.256
N -5.29 -2.56 -2.79 0.225
H 6.49 6.42 2.45 0.454
O -1.34 -3.89 -1.81 -0.325
C -6.41 -0.58 -5.17 -1.066
H 3.60 -4.25 -1.29 0.298
C 0.79 -3.08 2.78 -1.081
C 0.04 0.02 3.03 -0.971
N 1.24 0.19 3.82 0.185
H 5.05 3.19 0.02 0.374
H 2.17 1.57 2.49 0.437
H 5.91 4.70 0.35 0.248
H 0.40 6.21 1.03 0.330
H -1.23 -4.54 -1.12 0.282
O 2.05 5.87 2.97 -0.907
H -0.17 -0.43 6.23 0.262
N 2.02 -2.59 3.33 0.265
H 0.42 -3.33 5.77 0.268
H 2.90 -4.27 2.40 0.422
H 5.52 5.66 4.44 0.419
H -4.15 -1.59 -4.30 0.276
C 4.70 5.21 3.88 -1.093
H -4.08 -4.24 -4.97 0.295
H -4.82 -4.94 -3.53 0.170
H -0.10 -2.59 3.19 0.335
H -3.23 -2.31 -3.02 0.187
N 2.40 6.82 0.75 0.076
O -7.73 -2.36 -2.46 -0.843
N 1.48 -1.53 5.53 0.033
H -6.26 -3.36 -6.82 0.267
H 0.64 -4.14 3.02 0.439
H -5.52 -0.94 -5.70 0.258
H -6.70 -5.03 -6.42 0.379
C -5.10 -3.14 -1.47 -1.189
C 3.15 -3.48 3.11 -1.196
H 2.17 4.88 -0.82 0.324
O 2.58 -4.23 -4.33 -0.526
N 1.59 -3.32 -2.42 0.199
H 1.03 -0.81 7.47 0.388
H 3.44 3.78 -1.29 0.367
H 1.37 0.44 6.31 0.300
P 2.98 5.58 1.81 1.348
C 2.56 -4.10 -3.13 0.512
H 3.18 -5.78 -2.05 0.268
N 4.46 5.92 2.63 0.105
H 4.95 4.16 3.71 0.276
```

Calculated values
Structure (SMILES): CN(C)P(=O)(N(C)C)N(C)C.CN(C)P(=O)(N(C)C)N(C)C.CN(C)P(=O)(N(C)C)N(C)C.CC(=O)N(C)OC(=O)O
HOMO energy: -8.107 eV
Charge: 0
LUMO energy: 0.12 eV

Entry 3:
Density functional theory data (wB97M-V/def2-TZVPD) for a 3-piece molecular cluster, C20H56BF4N2O4PSi4 overall.

XYZ file:
```
92
Properties=species:S:1:pos:R:3:mulliken_charge:R:1
H -0.69 0.64 4.51 0.285
C 3.07 -0.61 -5.78 -0.996
C 5.61 1.05 -5.47 -1.006
H 7.05 -4.03 -6.80 0.282
C -4.37 1.12 -2.11 -1.306
P -3.33 0.23 -0.78 0.869
H 1.28 -1.32 0.30 0.330
F -2.42 -0.58 0.53 -0.677
H 8.33 -1.17 -6.48 0.281
H -1.54 1.65 3.35 0.168
H -5.11 -1.10 0.96 0.305
Si 4.70 -0.47 -4.87 0.216
B -4.57 0.75 0.62 1.178
H 8.09 -4.64 -5.50 0.304
H -3.97 1.03 -3.13 0.403
H -3.40 -0.93 4.75 0.299
H 6.34 -3.36 -2.61 0.278
C -1.90 0.50 9.70 -1.026
C 0.12 1.83 7.85 -1.012
C 8.43 -1.41 -5.42 -1.006
H 1.89 -1.64 -1.34 0.327
H 6.33 -4.82 -5.39 0.280
H -0.64 -1.07 -1.50 0.399
H 0.28 2.57 7.06 0.298
C -0.99 0.93 -2.27 -0.742
N -5.77 0.63 -2.02 -0.452
H -1.36 0.88 10.58 0.305
H -5.65 2.45 0.87 0.234
C -3.51 -3.08 -3.45 0.760
H 5.29 -0.17 -2.48 0.414
H -4.67 -1.63 -1.40 0.722
H -0.37 1.79 -2.55 0.511
H -6.41 1.41 -2.00 0.207
O -2.52 1.06 6.98 -0.472
C -0.07 -0.25 -1.97 -0.683
H 2.46 0.27 -5.59 0.306
H 5.88 0.96 -6.52 0.273
Si -1.70 1.67 8.27 0.386
H -3.76 -1.00 -3.63 0.212
H 7.22 -1.83 -2.45 0.294
C -3.92 0.02 4.71 -0.620
C -1.86 1.30 -1.07 -1.309
H 3.70 0.50 -2.84 0.437
H 0.40 -0.63 -2.90 0.453
H -2.95 0.38 9.98 0.281
C -3.20 -1.67 -2.96 -0.363
H 3.22 -0.69 -6.86 0.293
H 8.45 -0.47 -4.87 0.295
C -1.30 1.53 4.41 -0.711
H -2.21 4.08 7.94 0.295
F -2.67 -3.45 -4.44 -0.289
H 9.39 -1.90 -5.28 0.383
Si -2.88 1.39 5.41 0.436
H -3.07 -2.17 -0.86 0.508
H -0.70 2.39 4.72 0.297
C -3.59 -1.45 -1.50 -1.288
H 8.11 -3.33 -2.76 0.389
H 3.91 -1.25 -2.66 0.152
H -4.34 2.19 -1.87 0.590
C 7.19 -2.78 -2.99 -1.011
O 5.59 -1.82 -5.19 -0.314
F -4.76 -3.16 -3.97 -0.289
H -1.60 0.68 -3.16 0.382
H -1.50 -0.49 9.47 0.281
C -2.38 3.35 8.73 -1.008
H -3.46 3.29 8.91 0.280
C 1.74 -0.85 -0.58 -0.811
H -4.71 2.99 5.93 0.290
H -4.14 3.19 4.27 0.333
H -6.03 0.09 -2.83 0.218
H -3.21 3.86 5.61 0.317
C 7.13 -4.15 -5.72 -1.021
H 0.53 0.88 7.50 0.281
H -1.24 1.27 -0.16 0.617
H -4.52 2.24 2.01 0.106
C 4.37 -0.33 -3.04 -0.909
F -3.43 -4.01 -2.49 -0.278
H 0.69 2.15 8.73 0.385
O 0.93 0.19 -1.08 -0.411
H -2.14 -1.50 -3.15 0.014
H 2.72 -0.44 -0.33 0.288
H 4.99 1.94 -5.34 0.377
O -5.31 -0.20 1.26 -0.757
C -3.82 3.01 5.30 -0.975
H -4.15 0.24 3.67 -0.043
N -4.68 2.16 1.01 -0.540
H -2.24 2.32 -1.18 0.554
Si 7.04 -2.51 -4.84 0.407
H 2.51 -1.49 -5.45 0.284
H 6.53 1.21 -4.90 0.296
H -1.90 3.71 9.64 0.385
H -4.87 -0.08 5.25 0.293
```

Calculated values
Structure (SMILES): COCCCP(F)(CN)(CCC(F)(F)F)B(N)O.C[Si](C)(C)O[Si](C)(C)C.C[Si](C)(C)O[Si](C)(C)C
HOMO energy: -8.915 eV
Charge: 0
LUMO energy: 0.47 eV

Entry 4:
Density functional theory data (wB97M-V/def2-TZVPD) for one molecule with the formula C20H21FN2O2.

XYZ file:
```
46
Properties=species:S:1:pos:R:3:nbo_charge:R:1
H -1.91 -0.56 2.31 0.199
C -3.14 -1.12 -0.76 -0.226
C 0.33 0.16 0.01 0.806
H 1.73 2.66 0.10 0.212
H -2.67 0.98 1.12 0.224
H -4.58 -1.53 -3.78 0.218
O 1.08 1.26 -3.27 -0.568
H 3.67 0.22 -2.83 0.241
H -0.69 -2.40 0.90 0.219
O 1.38 -0.28 0.42 -0.624
H 3.91 3.15 1.13 0.217
C 3.86 2.50 0.27 -0.192
N 0.22 0.76 -1.26 -0.692
C 2.56 1.39 -1.42 -0.096
H -0.67 0.66 -1.74 0.425
C 5.02 1.95 -0.25 -0.275
C -2.00 0.88 0.27 -0.254
H -0.80 -3.92 2.87 0.215
H -4.10 -2.77 -1.70 0.217
H 5.98 2.15 0.20 0.229
C -0.40 -1.98 1.86 -0.234
N -0.83 0.14 0.70 -0.456
H 0.96 0.38 2.71 0.238
H -1.70 1.89 -0.03 0.213
C -0.86 -0.54 2.01 -0.017
H -0.51 1.27 3.12 0.208
C -0.08 0.28 3.03 -0.628
C -3.02 0.90 -2.04 -0.248
C -0.45 -2.92 3.03 -0.428
H -0.11 -0.20 4.01 0.211
C -3.80 -1.74 -1.80 -0.198
C -3.69 0.28 -3.09 -0.198
C 0.87 -2.52 2.44 -0.397
C 3.72 0.85 -1.96 -0.248
C 1.26 1.12 -2.08 0.687
F 6.06 0.61 -1.87 -0.324
H -2.93 -1.66 0.15 0.212
H 1.51 -1.85 3.00 0.218
H -2.73 1.94 -2.14 0.216
C -4.07 -1.04 -2.97 -0.208
C -2.74 0.21 -0.87 0.022
H -0.72 -2.51 3.99 0.206
C 2.64 2.22 -0.31 -0.186
H 1.42 -3.24 1.86 0.221
C 4.93 1.14 -1.36 0.404
H -3.90 0.83 -3.99 0.219
```

Calculated values
Structure (SMILES): C[C@H](C1CC1)N(Cc1ccccc1)C(=O)NC(=O)c1cccc(F)c1
HOMO energy: -9.094 eV
Charge: 0
LUMO energy: 0.63 eV

Entry 5:
Density functional theory data (wB97M-V/def2-TZVPD) for one molecule with the formula C4H5ClO2S in a non-equilibrium geometry.

XYZ file:
```
13
Properties=species:S:1:pos:R:3:nbo_charge:R:1
S 1.31 2.02 0.77 0.050
H 0.18 -2.46 0.56 0.201
C 0.12 1.93 -0.50 -0.355
H 1.17 0.73 1.23 0.173
C -0.59 0.81 -0.84 -0.147
O 0.16 -0.89 2.07 -0.692
H -0.27 2.84 -1.00 0.249
C -0.27 -0.64 -0.31 0.164
H 0.06 -0.82 -2.07 0.479
C -0.08 -1.42 0.84 0.059
Cl -1.72 0.84 -2.17 0.011
O -0.20 -1.51 -1.38 -0.682
H 0.12 -1.44 2.78 0.490
```

Calculated values
Structure (SMILES): O/C=C(O)\C(Cl)=C/S
HOMO energy: -8.078 eV
Charge: 0
LUMO energy: 0.58 eV

Entry 6:
Density functional theory data (wB97M-V/def2-TZVPD) for an isolated ion of composition C6H8N3O and charge -1 in a non-equilibrium geometry.

XYZ file:
```
18
Properties=species:S:1:pos:R:3:nbo_charge:R:1
C 0.57 0.05 -0.29 0.153
N -2.23 -0.10 0.12 -0.125
H 1.05 1.93 -0.24 0.399
H -2.14 2.70 -0.73 0.361
H -2.89 -1.87 0.04 0.221
H 1.33 -2.04 -0.49 0.170
C -0.66 -1.99 -0.20 -0.270
C 2.73 0.69 0.52 -0.411
N 1.51 0.99 -0.34 -0.658
N -1.43 2.21 -0.10 -0.883
C 0.55 -1.30 -0.30 -0.455
H 3.53 1.52 0.22 0.171
C -1.45 0.95 0.04 0.540
C -1.90 -1.43 -0.02 -0.054
H 3.18 -0.20 0.16 0.198
O -3.53 0.13 0.38 -0.740
H 2.35 0.75 1.50 0.196
H -0.56 -3.00 -0.28 0.184
```

Calculated values
HOMO energy: -2.442 eV
Charge: -1
LUMO energy: 3.69 eV

Number 1: M 118.1 g mol⁻¹, DFT total energy -11913.160 eV, frontier orbital gap 0.323 hartree. Number 2: M 670.7 g mol⁻¹, DFT total energy -80898.261 eV, frontier orbital gap 0.302 hartree. Number 3: M 618.8 g mol⁻¹, DFT total energy -85176.281 eV, frontier orbital gap 0.345 hartree. Number 4: M 340.4 g mol⁻¹, DFT total energy -30873.849 eV, frontier orbital gap 0.357 hartree. Number 5: M 152.6 g mol⁻¹, DFT total energy -31678.841 eV, frontier orbital gap 0.318 hartree. Number 6: M 138.2 g mol⁻¹, DFT total energy -12864.328 eV, frontier orbital gap 0.225 hartree.